13
Properties=species:S:1:pos:R:3:forces:R:3:mulliken_charge:R:1 method="wB97M-V/def2-TZVPD" mol_weight_g_mol=158.78 fmax_ha_per_bohr=0.1228 multiplicity=1 charge=0 de_lowest_ev=0.0000
C 1.83618 -0.26750 0.34534 -5.6315 -1.6808 -2.3066 -1.2649
C 0.67546 0.45723 1.08283 -2.3033 -0.8277 -1.5654 0.7107
Cl 0.50567 2.16718 0.57967 0.1670 -0.5508 0.5643 -0.1376
Cl 0.98173 0.25962 2.76882 -0.5701 0.1797 0.5073 -0.1253
O -0.88062 -0.21705 0.84568 3.3600 1.3276 1.0000 -0.5210
B -1.44562 -0.18645 -0.40040 1.0834 -0.9677 0.1419 0.6869
O -0.66364 0.29237 -1.41377 -1.0666 0.4058 -3.1419 -0.5327
O -2.60759 -0.89979 -0.58951 -2.0827 1.5399 -1.3867 -0.4826
H 2.69518 -0.03970 0.83617 2.5600 -0.0043 1.2859 0.4792
H 1.41319 -1.33471 0.24695 1.4761 1.1537 0.8803 0.3014
H 1.81934 0.01017 -0.70329 0.2921 0.5474 -0.0141 0.3097
H -1.07830 0.22380 -2.34573 1.0333 0.0994 2.4480 0.2742
H -3.25099 -0.46516 -1.25276 1.6823 -1.2221 1.5871 0.3020